[1]
Density functional theory data (the ωB97M-V functional and the def2-TZVPD basis) for a structure of composition C31H29As2N6ReS3.

Values from the calculation:
M ... 917.87 g/mol
2S+1 ... 2
Charge ... +1
E_HOMO (spin up / spin down) ... -10.301 / -10.530 eV
Expectation value of S² ... 0.844

XYZ file:
```
72
Properties=species:S:1:pos:R:3:forces:R:3
Re 0.869 -0.512 -0.349 0.406 0.310 0.086
As 1.246 -2.357 -2.035 0.255 -0.184 0.067
As 3.290 -1.087 0.078 0.130 0.003 -0.103
S -0.140 -2.103 0.999 -0.031 0.129 -0.087
S 1.631 1.123 -1.828 -0.149 -0.327 -0.012
S 1.022 0.754 1.656 0.010 -0.285 -0.025
N -0.891 0.515 -0.773 -0.493 0.130 0.240
N -4.860 -1.608 4.912 -0.121 -0.056 0.038
N 0.377 3.426 -2.091 0.003 -0.228 0.045
N -0.458 4.344 -1.769 -0.033 0.256 -0.022
N -0.902 1.735 -1.151 0.134 -0.423 -0.130
N -3.328 2.090 5.781 -0.047 0.086 0.062
C -3.874 -1.642 -0.324 -0.008 0.001 -0.003
C -0.894 -1.116 2.243 0.026 -0.063 0.001
C -2.009 4.195 1.605 0.072 0.049 -0.015
C 5.387 -1.890 -1.791 0.015 -0.007 0.047
C -1.364 4.488 -0.670 -0.044 0.083 -0.117
C -0.998 0.939 3.495 0.053 -0.013 -0.048
C -2.953 0.855 0.483 -0.099 0.007 -0.044
C 4.448 0.412 0.439 0.007 0.020 0.013
C -3.271 5.662 0.179 0.009 -0.042 0.102
C 3.609 -2.791 -3.728 0.007 -0.065 0.046
C -2.406 5.383 -0.866 -0.029 -0.102 0.044
C -1.148 3.893 0.565 0.067 0.216 0.167
C 0.277 2.194 -1.610 0.042 0.274 -0.154
C 3.725 -2.316 1.502 0.001 -0.007 0.044
C -2.145 0.493 4.129 -0.048 -0.052 0.035
C -2.665 -0.778 3.835 0.019 0.049 0.042
C 4.020 -1.869 -1.540 -0.006 0.061 -0.035
C 1.032 -4.155 -1.345 -0.032 -0.044 -0.075
C -2.645 -1.186 -0.774 -0.024 -0.038 -0.016
C -2.020 -1.584 2.912 0.027 -0.001 -0.028
C -4.636 -0.862 0.536 -0.002 0.008 -0.015
C -2.195 0.057 -0.361 0.063 0.078 -0.053
C -2.808 1.363 5.061 0.042 -0.077 -0.076
C -3.077 5.065 1.417 -0.043 0.035 -0.050
C -4.177 0.387 0.934 0.009 -0.005 -0.024
C -0.380 0.154 2.526 -0.064 0.068 0.019
C 3.128 -2.334 -2.507 -0.007 0.034 0.037
C -3.879 -1.237 4.447 0.116 0.069 -0.042
C 5.863 -2.352 -3.009 -0.031 -0.008 -0.006
C 4.973 -2.792 -3.979 0.014 -0.003 -0.007
C 0.311 -2.469 -3.720 -0.071 0.052 -0.005
H -2.579 1.824 0.787 -0.036 -0.091 -0.023
H 0.703 -3.315 -4.283 -0.042 0.032 -0.012
H -2.038 -1.785 -1.441 -0.034 0.019 0.018
H 1.359 -4.875 -2.095 -0.011 0.021 0.026
H 6.926 -2.358 -3.205 0.028 -0.002 -0.009
H 5.343 -3.136 -4.935 0.004 -0.007 -0.006
H -0.315 3.220 0.730 -0.062 0.051 0.016
H 5.453 0.057 0.663 -0.019 0.032 -0.003
H -2.422 -2.560 2.680 0.003 -0.020 -0.001
H -0.603 1.918 3.734 0.015 -0.007 0.013
H 6.091 -1.537 -1.046 -0.021 0.007 -0.014
H -1.843 3.747 2.576 -0.021 0.015 0.015
H 4.466 1.072 -0.427 -0.008 -0.014 0.016
H -0.014 -4.326 -1.094 0.018 -0.010 -0.003
H -5.589 -1.225 0.894 -0.024 -0.014 0.016
H -4.770 0.996 1.603 -0.016 0.012 0.017
H -0.327 5.189 -2.310 0.081 -0.026 0.031
H 3.444 -1.851 2.447 0.008 -0.015 -0.020
H -4.092 6.348 0.025 -0.021 0.015 0.008
H 2.932 -3.149 -4.493 -0.016 0.005 -0.003
H -0.746 -2.639 -3.517 0.018 0.020 -0.015
H -4.240 -2.608 -0.646 -0.004 -0.003 -0.005
H -3.748 5.283 2.236 -0.010 0.002 0.020
H 4.796 -2.519 1.488 -0.030 -0.014 0.025
H 4.050 0.950 1.299 0.021 -0.012 -0.014
H 0.428 -1.548 -4.286 0.023 0.000 0.026
H -2.547 5.853 -1.832 0.007 -0.003 -0.034
H 1.632 -4.270 -0.443 -0.005 0.003 -0.017
H 3.165 -3.240 1.379 0.009 0.015 -0.011
```
Forces are in eV/Å.

=====

[2]
Density functional theory data (the ωB97M-V functional and the def2-TZVPD basis) for a structure of composition C31H29CeN10O2S in a non-equilibrium geometry.

Values from the calculation:
M ... 745.82 g/mol
2S+1 ... 1
Charge ... +3
E_HOMO (spin up / spin down) ... -15.933 / -15.934 eV

XYZ file:
```
74
Properties=species:S:1:pos:R:3:forces:R:3
Ce -0.147 -0.155 -0.074 -0.112 -1.062 -1.072
S -1.666 1.152 -1.996 0.196 -0.096 0.394
O 6.490 -0.247 -3.327 -0.063 0.068 0.078
O 6.706 0.117 2.456 -0.001 0.006 -0.008
N -1.241 1.102 1.795 -0.143 0.245 0.271
N -0.744 -2.079 -1.184 0.754 1.283 0.989
N 1.980 -0.092 1.165 -0.243 -0.014 -0.199
N -1.214 -1.539 1.759 0.139 0.321 -0.056
N 1.860 -0.099 -1.493 -0.262 -0.023 0.285
N -4.243 0.431 -2.362 0.061 0.080 0.075
N -3.853 1.282 -0.371 0.054 -0.032 0.086
N -0.355 -5.444 -4.028 -0.114 0.115 0.098
N -1.905 0.551 2.694 0.074 -0.149 0.027
N -4.380 -3.698 -2.529 0.074 0.049 -0.012
C 3.135 -0.101 3.260 -0.057 0.047 -0.005
C 4.223 -0.239 -1.759 -0.029 0.010 0.034
C -3.240 -3.839 -2.604 -0.173 0.089 0.042
C -5.329 1.240 -0.438 -0.028 -0.009 0.019
C 3.170 -0.067 0.520 0.074 0.014 -0.053
C -1.205 -2.927 -1.858 -0.738 -0.985 -0.823
C 5.653 -0.021 3.370 -0.017 -0.022 -0.020
C 4.364 -0.026 1.212 -0.026 -0.005 -0.035
C -0.402 3.145 0.857 0.050 0.004 -0.009
C -3.336 0.930 -1.563 0.002 -0.134 -0.200
C -1.930 4.665 2.604 0.005 -0.012 -0.010
C 5.307 -0.579 -4.001 0.015 -0.043 -0.008
C -1.770 -3.567 2.904 0.009 0.009 -0.015
C 1.726 -0.220 -2.827 -0.070 0.002 -0.088
C 4.364 -0.046 2.603 0.028 -0.003 0.035
C -5.568 0.417 -1.712 -0.031 0.032 -0.010
C -1.237 2.529 1.787 -0.021 -0.179 0.026
C -2.507 -1.471 3.786 0.006 -0.015 -0.028
C 1.983 -0.108 2.513 -0.022 -0.007 0.053
C -0.328 4.526 0.797 -0.008 -0.048 0.000
C 2.800 -0.375 -3.675 -0.028 0.040 0.032
C -1.818 -3.872 -2.619 0.326 0.521 0.377
C -1.097 5.283 1.673 -0.007 -0.004 0.006
C -4.061 -0.081 -3.715 0.033 -0.030 -0.022
C -2.452 -2.861 3.876 -0.014 0.007 0.016
C 3.104 -0.123 -0.962 0.066 0.026 0.023
C -1.039 -4.759 -3.406 0.222 -0.215 -0.163
C 4.085 -0.376 -3.139 0.036 -0.018 -0.010
C -1.171 -2.872 1.859 0.009 -0.058 -0.035
C -1.871 -0.862 2.725 -0.041 0.155 -0.005
C -2.006 3.286 2.671 -0.035 0.054 -0.003
H 3.075 -0.126 4.340 0.000 0.008 0.001
H -6.310 0.862 -2.372 0.006 -0.010 -0.001
H -2.517 5.267 3.284 -0.002 0.002 -0.001
H 5.190 -0.052 -4.951 -0.010 0.036 0.023
H -4.295 0.697 -4.441 -0.025 -0.011 0.000
H 0.715 -0.191 -3.220 0.010 -0.028 0.020
H -2.934 -3.374 4.697 -0.003 -0.003 0.001
H 6.801 0.623 -3.600 0.043 -0.050 -0.048
H -3.381 1.996 0.164 -0.030 0.040 -0.022
H 1.015 -0.134 3.001 0.002 0.000 0.001
H 0.214 2.565 0.171 0.063 0.036 -0.007
H -1.044 6.363 1.634 -0.001 0.003 0.002
H 5.351 -1.648 -4.240 -0.025 0.001 -0.044
H -5.745 0.771 0.449 -0.001 -0.004 -0.011
H 5.222 -0.246 -1.346 -0.005 -0.011 0.006
H -3.032 -0.404 -3.849 -0.006 -0.002 -0.009
H -4.730 -0.927 -3.856 0.017 -0.035 0.006
H 0.321 5.009 0.081 0.002 0.001 -0.001
H 2.631 -0.483 -4.738 0.001 0.010 -0.001
H -0.641 -3.400 1.078 -0.013 0.005 -0.001
H -5.853 -0.617 -1.512 0.030 -0.007 0.012
H 5.720 -0.954 3.944 -0.005 0.008 0.009
H 7.550 0.128 2.920 0.006 -0.005 0.003
H 5.612 0.804 4.091 -0.004 0.011 -0.004
H -2.642 2.801 3.397 0.003 -0.002 -0.001
H 5.314 0.017 0.701 -0.008 -0.010 -0.007
H -3.020 -0.864 4.517 -0.001 0.003 0.002
H -5.725 2.252 -0.525 0.005 0.003 -0.001
H -1.697 -4.645 2.936 0.000 -0.001 -0.006
```
Forces are in eV/Å.

=====

[3]
Density functional theory data (the ωB97M-V functional and the def2-TZVPD basis) for a structure of composition C31H29ClN4O7S4Y in a non-equilibrium geometry.

Values from the calculation:
M ... 822.22 g/mol
2S+1 ... 1
Charge ... +1
E_HOMO ... -10.554 eV

XYZ file:
```
77
Properties=species:S:1:pos:R:3:forces:R:3
Y -0.099 0.056 -0.292 -0.242 -1.105 1.436
Cl 0.104 6.294 -4.053 0.010 -0.029 0.022
S 0.642 -2.433 1.972 0.088 0.094 -0.067
S 1.567 0.795 2.103 0.069 0.081 0.072
S -1.413 0.020 2.441 0.064 0.024 -0.097
S -2.467 -2.075 0.367 0.201 -0.080 -0.071
O -3.697 1.770 -5.319 0.105 0.186 0.088
O -1.283 2.233 0.262 -0.074 0.049 -0.094
O -3.545 6.674 -0.411 0.405 0.071 -0.178
O -4.438 7.104 -2.324 0.424 0.048 -0.157
O -2.188 0.588 -0.886 -0.458 0.350 -0.048
O -4.888 3.544 -5.599 0.174 0.075 0.032
O 1.229 1.545 -0.794 0.473 0.925 -0.535
N -0.217 0.150 -2.638 -0.113 -0.129 -0.285
N 0.668 -2.067 -1.467 0.032 -0.154 -0.286
N -4.152 2.840 -4.949 -0.360 -0.284 0.036
N -3.843 6.386 -1.551 -1.123 -0.261 0.458
C -2.079 1.834 -0.612 -0.228 -0.113 -0.015
C 1.197 4.977 -1.940 -0.016 0.082 -0.037
C -0.906 -3.255 2.435 0.048 -0.055 -0.057
C -3.035 4.108 -1.072 0.184 0.031 0.055
C -1.793 -3.525 1.225 -0.021 0.063 0.037
C -0.393 -3.489 -3.142 -0.011 -0.074 -0.001
C -0.129 -2.228 -2.577 0.049 0.031 0.039
C -1.297 -3.594 -4.226 0.036 -0.054 0.010
C -4.034 4.596 -3.225 -0.034 0.130 -0.144
C -1.020 1.616 3.181 0.022 -0.052 -0.022
C -3.812 3.281 -3.579 0.021 -0.015 -0.183
C -3.568 -1.342 1.634 -0.003 0.030 -0.043
C 1.341 -3.121 -1.052 -0.048 0.042 -0.008
C 1.004 2.591 -1.570 0.201 -0.205 0.044
C -3.255 2.366 -2.715 0.018 -0.170 0.013
C 0.312 2.491 -2.797 -0.097 -0.097 -0.167
C 0.305 -4.598 -2.612 -0.053 -0.075 -0.063
C -2.852 2.790 -1.459 0.062 0.026 0.045
C 1.206 -4.406 -1.607 0.057 -0.033 0.037
C 0.073 3.640 -3.574 -0.125 -0.162 -0.126
C -3.179 0.061 2.109 0.069 -0.069 -0.016
C 2.000 -0.447 3.352 -0.068 0.007 -0.007
C 0.475 4.869 -3.135 0.079 0.117 0.111
C -1.870 -2.470 -4.744 -0.025 0.077 -0.019
C -0.661 -1.065 -3.198 0.037 0.063 0.059
C 1.469 3.858 -1.190 0.056 0.109 0.146
C -1.536 -1.195 -4.240 -0.138 0.054 -0.160
C -0.146 1.227 -3.328 0.163 0.117 -0.069
C -3.638 4.975 -1.960 0.258 0.228 -0.043
C 1.075 -1.646 3.547 0.064 -0.013 -0.046
C 0.457 1.987 2.921 -0.038 -0.086 -0.057
H 2.034 3.931 -0.268 -0.032 0.016 -0.053
H -0.453 3.545 -4.519 0.036 0.009 0.063
H -2.624 -4.164 1.523 0.001 -0.040 0.008
H 1.590 -2.381 4.165 -0.002 0.003 0.075
H 2.132 0.075 4.300 0.047 -0.049 0.020
H -4.564 -1.313 1.201 -0.046 -0.009 0.012
H 0.150 -1.362 4.040 -0.033 0.051 0.029
H -1.241 -4.058 0.446 -0.019 -0.017 0.034
H 0.138 -5.583 -3.033 0.008 0.055 0.019
H -3.114 1.337 -3.014 0.011 0.037 -0.007
H -2.689 4.464 -0.112 -0.008 -0.006 -0.006
H 2.014 -2.973 -0.221 0.009 0.006 0.031
H -1.980 -0.314 -4.694 -0.003 -0.046 0.028
H -1.410 -2.615 3.159 -0.038 -0.023 -0.007
H -2.573 -2.545 -5.564 0.029 0.016 0.023
H 1.797 -5.220 -1.209 -0.021 0.038 -0.011
H 1.541 5.952 -1.616 -0.017 -0.046 -0.006
H 0.497 2.829 2.231 -0.005 0.021 0.000
H -3.723 0.306 3.020 -0.070 -0.016 0.008
H -1.220 1.558 4.248 0.010 0.036 0.054
H -4.480 5.304 -3.908 0.004 -0.017 -0.006
H -0.661 -4.201 2.919 -0.040 -0.009 0.012
H 2.987 -0.785 3.031 -0.002 -0.010 0.024
H -1.515 -4.572 -4.639 0.016 0.050 0.029
H -0.426 1.214 -4.384 0.009 0.024 -0.015
H -3.388 0.814 1.353 -0.055 -0.002 -0.014
H -1.672 2.364 2.736 0.021 0.052 -0.011
H -3.586 -2.039 2.473 -0.013 0.034 -0.011
H 0.948 2.288 3.843 0.008 0.046 0.040
```
Forces are in eV/Å.